[1]
7 unconnected molecules or ions with the total composition C18H33N13O11S at a distorted geometry, computed with ωB97M-V with the def2-TZVPD basis set.

CARTESIAN COORDINATES (ANGSTROEM)
1 C -0.299 2.198 5.605
2 O -0.400 1.337 4.417
3 C 0.736 1.509 3.499
4 C 0.366 2.223 2.065
5 C -0.829 1.858 1.207
6 C -1.109 2.600 -0.265
7 O -2.348 2.844 -0.728
8 C 0.283 2.966 -1.117
9 C 1.589 3.396 -0.168
10 C 3.059 3.754 -0.832
11 C 3.199 3.666 -2.469
12 C 1.892 3.251 -3.401
13 O 2.049 3.156 -4.861
14 N 1.953 1.848 -5.173
15 O 2.576 1.144 -4.395
16 C 0.391 2.892 -2.760
17 S -1.117 2.429 -3.784
18 C 1.384 3.419 1.492
19 O 1.969 4.333 2.287
20 H -0.092 1.559 6.576
21 H 0.512 3.039 5.545
22 H -1.347 2.765 5.694
23 H 1.132 0.411 3.250
24 H 1.650 2.094 3.944
25 H -1.578 0.993 1.546
26 H 3.961 4.032 -0.128
27 H 4.277 3.895 -2.928
28 H -0.723 1.233 -4.451
29 C -2.675 -0.952 -2.745
30 O -2.252 -0.986 -3.889
31 N -2.909 -2.064 -2.024
32 N -2.945 0.198 -2.102
33 H -3.258 -2.057 -1.080
34 H -2.719 -2.951 -2.470
35 H -2.782 1.058 -2.609
36 H -3.294 0.246 -1.160
37 C 3.871 -1.678 2.822
38 O 2.810 -1.998 3.336
39 N 4.908 -1.200 3.533
40 N 4.096 -1.775 1.500
41 H 5.789 -0.932 3.127
42 H 4.780 -1.111 4.532
43 H 3.341 -2.130 0.928
44 H 4.963 -1.517 1.058
45 C -6.497 -0.418 -1.017
46 O -6.028 -1.482 -0.646
47 N -7.477 0.218 -0.349
48 N -6.076 0.215 -2.127
49 H -7.875 1.095 -0.639
50 H -7.823 -0.225 0.492
51 H -5.339 -0.229 -2.659
52 H -6.449 1.093 -2.448
53 C 0.388 -2.274 0.544
54 O 1.530 -2.464 0.155
55 N -0.583 -1.799 -0.256
56 N 0.000 -2.524 1.807
57 H -1.529 -1.636 0.046
58 H -0.332 -1.597 -1.215
59 H 0.701 -2.884 2.442
60 H -0.936 -2.375 2.146
61 C 3.471 -3.222 6.642
62 O 4.122 -2.216 6.875
63 N 3.811 -4.434 7.117
64 N 2.357 -3.210 5.888
65 H 3.288 -5.274 6.936
66 H 4.644 -4.488 7.689
67 H 2.066 -2.318 5.511
68 H 1.808 -4.028 5.685
69 C -0.564 -1.015 -7.474
70 O -0.096 -2.080 -7.103
71 N -1.544 -0.380 -6.806
72 N -0.143 -0.382 -8.583
73 H -1.943 0.497 -7.095
74 H -1.890 -0.823 -5.964
75 H 0.594 -0.827 -9.116
76 H -0.517 0.495 -8.905

The SMILES is COCC1=CC(=O)c2c(ccc(ON=O)c2S)C1=O.NC(N)=O.NC(N)=O.NC(N)=O.NC(N)=O.NC(N)=O.NC(N)=O. Its largest force on an atom is 8.5 eV/Å. As for the orbital gap: 0.2665 Eh. For the highest occupied orbital energy, the calculation gives -9.243 eV.

The net atomic charges from Mulliken, expressed in e, are:
1 C -0.623
2 O -0.327
3 C -0.340
4 C 0.598
5 C -0.233
6 C 0.316
7 O -0.548
8 C -0.078
9 C 0.130
10 C -0.545
11 C -0.392
12 C 0.206
13 O -0.200
14 N 0.214
15 O -0.272
16 C 0.495
17 S -0.249
18 C 0.087
19 O -0.542
20 H 0.223
21 H 0.278
22 H 0.236
23 H -0.027
24 H 0.381
25 H 0.330
26 H 0.335
27 H 0.285
28 H 0.226
29 C 0.451
30 O -0.764
31 N -0.246
32 N 0.009
33 H 0.196
34 H 0.203
35 H -0.065
36 H 0.168
37 C 0.513
38 O -0.539
39 N -0.419
40 N -0.346
41 H 0.150
42 H 0.236
43 H 0.328
44 H 0.141
45 C 0.682
46 O -0.656
47 N -0.407
48 N -0.339
49 H 0.156
50 H 0.234
51 H 0.179
52 H 0.162
53 C 0.621
54 O -0.773
55 N -0.057
56 N -0.334
57 H -0.008
58 H 0.080
59 H 0.216
60 H 0.164
61 C 0.701
62 O -0.673
63 N -0.413
64 N -0.284
65 H 0.156
66 H 0.224
67 H 0.141
68 H 0.152
69 C 0.701
70 O -0.665
71 N -0.302
72 N -0.406
73 H 0.153
74 H 0.224
75 H 0.227
76 H 0.160

[2]
13 unconnected molecules or ions with the total composition C22H70O13 at a distorted geometry, computed with ωB97M-V with the def2-TZVPD basis set.

CARTESIAN COORDINATES (ANGSTROEM)
1 C -0.160 5.333 -4.145
2 O -0.607 5.304 -5.462
3 H -0.072 6.389 -3.889
4 H -0.818 4.770 -3.483
5 H 0.776 4.788 -4.022
6 H 0.165 5.641 -5.923
7 C -6.686 4.343 3.068
8 O -6.559 3.984 1.711
9 H -6.531 5.414 3.198
10 H -7.674 4.168 3.494
11 H -6.012 3.876 3.786
12 H -6.840 4.721 1.163
13 C 5.916 -3.126 3.264
14 O 5.873 -2.147 2.217
15 H 5.282 -3.952 2.942
16 H 6.949 -3.470 3.313
17 H 5.537 -2.682 4.185
18 H 6.369 -1.349 2.415
19 C -0.308 3.190 9.668
20 O 0.891 2.527 9.555
21 H -0.266 4.058 10.327
22 H -0.649 3.582 8.710
23 H -1.076 2.483 9.983
24 H 0.728 1.597 9.726
25 C -1.013 7.828 2.541
26 C -1.112 9.356 2.633
27 C -2.346 9.971 1.984
28 O -1.141 9.646 4.012
29 H -1.853 7.331 3.027
30 H -0.156 7.521 3.140
31 H -0.848 7.437 1.537
32 H -0.219 9.850 2.249
33 H -2.189 9.917 0.906
34 H -2.412 11.042 2.176
35 H -3.274 9.502 2.311
36 H -1.061 10.591 4.155
37 C 4.575 -7.268 -5.535
38 C 3.688 -6.083 -5.383
39 C 2.820 -6.001 -4.103
40 O 4.585 -5.001 -5.507
41 H 4.019 -8.205 -5.581
42 H 5.324 -7.341 -4.747
43 H 5.158 -7.223 -6.455
44 H 3.013 -5.960 -6.230
45 H 2.034 -5.246 -4.129
46 H 3.450 -5.710 -3.262
47 H 2.322 -6.959 -3.956
48 H 5.263 -5.136 -4.841
49 C -5.776 -0.813 -6.856
50 C -5.735 -0.786 -5.282
51 C -5.741 0.663 -4.828
52 O -6.762 -1.500 -4.635
53 H -6.672 -0.335 -7.250
54 H -5.757 -1.839 -7.225
55 H -4.900 -0.334 -7.293
56 H -4.772 -1.251 -5.070
57 H -6.595 1.233 -5.195
58 H -4.879 1.195 -5.230
59 H -5.664 0.552 -3.746
60 H -7.604 -1.224 -5.005
61 C 8.754 3.865 -4.660
62 C 7.910 2.653 -5.032
63 C 6.824 2.315 -3.996
64 O 7.188 2.979 -6.194
65 H 8.217 4.811 -4.735
66 H 9.668 3.997 -5.239
67 H 9.083 3.804 -3.623
68 H 8.555 1.792 -5.209
69 H 7.323 2.110 -3.048
70 H 6.187 1.494 -4.325
71 H 6.159 3.160 -3.818
72 H 6.551 2.277 -6.342
73 C 0.787 -9.943 1.920
74 C -0.519 -9.259 2.313
75 C -0.483 -7.738 2.220
76 O -1.481 -9.862 1.483
77 H 1.603 -9.408 2.407
78 H 0.916 -9.939 0.838
79 H 0.907 -10.982 2.225
80 H -0.686 -9.499 3.363
81 H 0.344 -7.246 2.731
82 H -1.345 -7.328 2.746
83 H -0.495 -7.420 1.177
84 H -2.310 -9.379 1.530
85 C -0.400 0.742 2.675
86 C -1.116 0.536 1.292
87 C -0.376 -0.399 0.390
88 O -2.358 0.022 1.643
89 H -0.256 -0.253 3.095
90 H -1.094 1.308 3.296
91 H 0.516 1.291 2.455
92 H -1.285 1.568 0.988
93 H 0.654 -0.132 0.152
94 H -0.896 -0.309 -0.564
95 H -0.482 -1.386 0.840
96 H -3.023 0.712 1.582
97 O -3.848 -1.359 5.958
98 H -4.658 -1.795 5.696
99 H -3.537 -0.930 5.160
100 O -5.612 -3.412 0.094
101 H -5.040 -2.689 0.351
102 H -5.935 -3.167 -0.773
103 O -0.584 -2.103 9.242
104 H -1.229 -2.097 8.535
105 H -1.096 -2.264 10.034

Its largest force on an atom is 3.6 eV/Å. As for the orbital gap: 0.3698 Eh. For the highest occupied orbital energy, the calculation gives -9.989 eV.

Atomic partial charges in e from the Mulliken method, atoms 1 to 99:
1 C -0.494
2 O -0.490
3 H 0.232
4 H 0.204
5 H 0.234
6 H 0.313
7 C -0.539
8 O -0.492
9 H 0.230
10 H 0.262
11 H 0.233
12 H 0.307
13 C -0.414
14 O -0.516
15 H 0.183
16 H 0.224
17 H 0.228
18 H 0.295
19 C -0.494
20 O -0.493
21 H 0.206
22 H 0.211
23 H 0.239
24 H 0.330
25 C -1.240
26 C 0.481
27 C -1.152
28 O -0.559
29 H 0.310
30 H 0.312
31 H 0.357
32 H 0.223
33 H 0.322
34 H 0.358
35 H 0.279
36 H 0.308
37 C -1.230
38 C 0.417
39 C -1.151
40 O -0.546
41 H 0.343
42 H 0.342
43 H 0.343
44 H 0.236
45 H 0.306
46 H 0.272
47 H 0.319
48 H 0.349
49 C -1.283
50 C 0.339
51 C -1.161
52 O -0.531
53 H 0.348
54 H 0.329
55 H 0.367
56 H 0.283
57 H 0.337
58 H 0.356
59 H 0.287
60 H 0.330
61 C -1.293
62 C 0.607
63 C -1.276
64 O -0.543
65 H 0.333
66 H 0.315
67 H 0.341
68 H 0.180
69 H 0.329
70 H 0.375
71 H 0.327
72 H 0.305
73 C -1.313
74 C 0.671
75 C -1.316
76 O -0.536
77 H 0.347
78 H 0.321
79 H 0.326
80 H 0.138
81 H 0.356
82 H 0.357
83 H 0.344
84 H 0.305
85 C -1.207
86 C 0.334
87 C -1.226
88 O -0.553
89 H 0.310
90 H 0.293
91 H 0.373
92 H 0.388
93 H 0.355
94 H 0.271
95 H 0.340
96 H 0.323
97 O -0.635
98 H 0.320
99 H 0.318

[3]
3 unconnected molecules or ions with the total composition CH5N4O2 at a distorted geometry, computed with ωB97M-V with the def2-TZVPD basis set.

CARTESIAN COORDINATES (ANGSTROEM)
1 C 1.016 0.826 -0.016
2 N -3.222 -0.122 0.042
3 N 1.997 0.172 -0.329
4 N -0.048 1.391 -0.004
5 N -2.260 0.417 -0.158
6 O -1.084 -1.248 0.011
7 O -4.140 -0.745 0.320
8 H 2.047 0.085 -1.411
9 H 2.880 0.253 0.235
10 H -1.119 1.259 0.020
11 H -1.042 -2.096 0.730
12 H -0.580 -1.558 -0.722

Its largest force on an atom is 11.2 eV/Å. As for the orbital gap: 0.3881 Eh. For the highest occupied orbital energy, the calculation gives -14.907 eV. As for the charge: +1.

The net atomic charges from Mulliken, expressed in e, are:
1 C 0.456
2 N 0.747
3 N -0.352
4 N -0.302
5 N -0.239
6 O -0.629
7 O -0.486
8 H 0.337
9 H 0.328
10 H 0.497
11 H 0.337
12 H 0.305

[4]
A molecular structure, AgH20NO13 at a distorted geometry, computed with ωB97M-V with the def2-TZVPD basis set.

CARTESIAN COORDINATES (ANGSTROEM)
1 Ag -3.381 -0.636 0.181
2 N -0.345 0.081 0.238
3 O -1.141 -0.499 -0.519
4 O 0.856 0.027 0.076
5 O -0.832 0.525 1.297
6 O 2.056 1.452 2.056
7 H 1.574 1.063 1.318
8 H 1.597 1.288 2.854
9 O 0.946 3.208 0.343
10 H 1.440 2.899 1.127
11 H 1.189 2.765 -0.464
12 O -1.990 0.514 3.998
13 H -1.586 0.213 3.221
14 H -2.297 -0.332 4.273
15 O 2.104 -0.003 -2.938
16 H 1.371 -0.576 -2.993
17 H 1.663 0.833 -2.632
18 O 2.018 -2.367 -0.591
19 H 2.002 -1.424 -0.441
20 H 2.959 -2.559 -0.531
21 O -0.304 -3.243 -1.359
22 H -1.108 -2.795 -1.084
23 H 0.380 -2.688 -1.018
24 O 0.232 -1.540 3.297
25 H 1.125 -1.830 3.420
26 H 0.192 -1.396 2.349
27 O -0.051 -1.638 -3.589
28 H -0.794 -1.661 -4.209
29 H -0.238 -2.200 -2.789
30 O -1.672 3.089 1.504
31 H -1.151 3.250 0.715
32 H -1.844 2.180 1.274
33 O -1.330 1.278 -2.943
34 H -1.644 0.849 -2.155
35 H -2.006 1.883 -3.289

Its largest force on an atom is 3.3 eV/Å. As for the orbital gap: 0.2510 Eh. For the highest occupied orbital energy, the calculation gives -10.395 eV.

The net atomic charges from Mulliken, expressed in e, are:
1 Ag 0.684
2 N 1.026
3 O -0.597
4 O -0.777
5 O -0.349
6 O -0.732
7 H 0.392
8 H 0.324
9 O -0.642
10 H 0.403
11 H 0.296
12 O -0.571
13 H 0.242
14 H 0.320
15 O -0.617
16 H 0.348
17 H 0.314
18 O -0.700
19 H 0.357
20 H 0.326
21 O -0.711
22 H 0.296
23 H 0.391
24 O -0.589
25 H 0.302
26 H 0.289
27 O -0.690
28 H 0.271
29 H 0.455
30 O -0.609
31 H 0.330
32 H 0.217
33 O -0.554
34 H 0.274
35 H 0.282

[5]
A gas-phase ion, C5H12NO (charge +1) at a distorted geometry, computed with ωB97M-V with the def2-TZVPD basis set.

CARTESIAN COORDINATES (ANGSTROEM)
1 C -1.105 -0.121 -0.404
2 C 0.864 -0.644 -0.826
3 C -2.271 -0.378 0.527
4 C 1.708 -1.854 -0.435
5 C 0.610 1.688 0.620
6 N 0.275 0.246 0.273
7 O -0.446 -1.043 -1.209
8 H -1.280 0.775 -1.054
9 H 1.257 -0.067 -1.586
10 H -2.157 0.001 1.519
11 H -2.443 -1.462 0.565
12 H -3.175 -0.053 0.040
13 H 1.195 -2.568 0.233
14 H 2.707 -1.716 0.070
15 H 2.170 -2.415 -1.301
16 H 0.104 2.463 0.029
17 H 0.462 1.857 1.599
18 H 1.685 1.921 0.340
19 H 0.202 -0.458 1.094

The SMILES is C[C@@H]1O[C@H](C)[N@H+]1C. Its largest force on an atom is 4.7 eV/Å. As for the orbital gap: 0.4447 Eh. For the highest occupied orbital energy, the calculation gives -15.062 eV. As for the charge: +1.

The net atomic charges from Mulliken, expressed in e, are:
1 C 0.317
2 C -0.051
3 C -1.263
4 C -1.244
5 C -0.895
6 N -0.005
7 O -0.395
8 H 0.387
9 H 0.502
10 H 0.353
11 H 0.368
12 H 0.360
13 H 0.319
14 H 0.356
15 H 0.350
16 H 0.339
17 H 0.388
18 H 0.345
19 H 0.470

[6]
A molecular structure, C9H12N2OS2 at a distorted geometry, computed with ωB97M-V with the def2-TZVPD basis set.

CARTESIAN COORDINATES (ANGSTROEM)
1 C 0.960 -3.868 -0.516
2 C 0.289 -3.315 -1.674
3 C 1.306 -3.050 0.510
4 C -0.177 -2.044 -1.810
5 C 0.912 -1.676 0.355
6 C 0.204 -1.197 -0.756
7 C -1.464 1.096 -0.822
8 C 2.338 -0.502 1.769
9 C -1.030 4.091 1.017
10 N 1.067 -0.636 1.223
11 N -2.000 3.751 -0.008
12 O -2.724 2.887 -2.203
13 S -0.030 0.508 -0.378
14 S -1.553 2.871 -1.368
15 H 1.132 -4.963 -0.567
16 H -0.153 -4.114 -2.246
17 H 1.531 -3.561 1.402
18 H -0.826 -1.599 -2.530
19 H -2.310 0.435 -0.975
20 H 2.421 -1.322 2.461
21 H 3.234 -0.529 1.116
22 H 2.311 0.447 2.209
23 H -0.073 3.721 0.556
24 H -1.003 5.234 1.163
25 H -1.358 3.527 1.873
26 H -3.005 3.806 0.202

Its largest force on an atom is 2.7 eV/Å. As for the orbital gap (spin up / spin down): 0.2382 / 0.2507 Eh. For the highest occupied orbital energy (spin up / spin down), the calculation gives -7.333 / -7.610 eV.

The net atomic charges from Mulliken, expressed in e, are:
1 C -0.377
2 C -0.628
3 C -0.625
4 C -0.419
5 C 0.447
6 C 0.459
7 C -0.322
8 C -1.037
9 C -0.650
10 N -0.461
11 N -0.292
12 O -0.586
13 S 0.082
14 S 0.497
15 H 0.342
16 H 0.304
17 H 0.368
18 H 0.438
19 H 0.434
20 H 0.394
21 H 0.302
22 H 0.318
23 H 0.237
24 H 0.235
25 H 0.283
26 H 0.258